No. 1
The following is a DFT calculation (ωB97M-V with the def2-TZVPD basis set) of a cluster of 7 separate species, C38H77Cl2F9IN2O13S in total.

Results
Total charge   +1
HOMO energy   -10.44 eV
Spin multiplicity   1
Calculated total energy   -5096.25709 hartree
LUMO   -3.04 eV

Each line ends with the Mulliken charge.
Geometry (Å):
C -0.3730 -0.6480 2.9596  -1.44
C -0.4419 -0.3964 1.4693  0.75
Cl 0.1332 1.2412 1.0765  -0.06
C -1.8735 -0.4388 0.9497  -0.11
Cl -2.6519 -2.0136 1.0716  -0.02
C -2.0336 0.0479 -0.4366  -1.01
N -2.9334 0.9615 -0.7666  0.40
C -2.8913 1.2308 -2.1075  0.09
C -3.7363 2.2245 -2.7846  -1.15
C -3.2205 3.6586 -2.6069  -0.88
C -2.1225 4.0252 -3.6112  -0.61
C -0.7372 3.6970 -3.0648  0.48
C 0.4301 4.2836 -3.8116  1.09
F 0.1360 5.5631 -4.1390  -0.38
F 1.5236 4.3357 -3.0365  -0.32
C 0.7651 3.5924 -5.1595  0.33
F 1.4664 4.4321 -5.9081  -0.27
F -0.3536 3.3077 -5.8111  -0.27
S 1.8353 2.0092 -5.0075  1.51
F 2.2674 2.1520 -6.5066  -0.30
F 3.0579 2.8559 -4.5500  -0.30
F 1.3784 1.7921 -3.5027  -0.34
F 0.6148 1.1020 -5.4725  -0.36
F 2.6909 0.7067 -4.8855  -0.30
C -1.9235 0.4240 -2.5950  -0.70
N -1.3744 -0.2763 -1.5504  0.84
C -0.2263 -1.1557 -1.7613  -0.84
C -0.4278 -2.5901 -1.3365  0.00
O -1.4293 -3.1917 -1.4284  -0.35
I 1.3861 -3.4681 -0.5936  0.08
H -1.1260 -1.3605 3.2578  0.43
H 0.5871 -1.0672 3.2134  0.36
H -0.5447 0.2697 3.4986  0.38
H 0.1702 -1.1135 0.9474  -0.20
H -2.4441 0.2389 1.5684  0.43
H -3.5792 1.3927 -0.1245  0.33
H -3.8315 1.9749 -3.8291  0.43
H -4.7212 2.1587 -2.3358  0.40
H -2.9047 3.8336 -1.5851  0.51
H -4.0558 4.3126 -2.8068  0.49
H -2.3172 3.4269 -4.4895  0.31
H -2.2337 5.0636 -3.8773  0.43
H -0.6518 2.6262 -2.9690  -0.48
H -0.6597 4.0996 -2.0630  -0.15
H -1.6119 0.3888 -3.6167  0.69
H -0.0046 -1.1314 -2.8163  0.49
H 0.6303 -0.7510 -1.2452  0.58
C 5.1617 0.6152 -7.1568  -0.74
O 5.7754 0.3888 -8.4089  -0.39
C 7.1928 0.3434 -8.3441  -0.50
C 7.7125 -1.0748 -8.3605  -0.48
O 7.3332 -1.7901 -7.1949  -0.38
C 6.2391 -2.6630 -7.3998  -0.71
H 4.0992 0.4114 -7.2699  0.19
H 5.5668 -0.0426 -6.3832  0.35
H 5.2896 1.6602 -6.8498  0.36
H 7.5530 0.8654 -7.4526  0.32
H 7.5767 0.8701 -9.2226  0.38
H 8.8058 -1.0488 -8.3866  0.37
H 7.3651 -1.5928 -9.2591  0.32
H 6.5467 -3.5429 -7.9748  0.33
H 5.4162 -2.1643 -7.9181  0.31
H 5.8941 -2.9899 -6.4201  0.23
C 0.8608 7.8198 2.4464  -0.43
O 1.6099 6.7333 1.9247  -0.42
C 0.8302 5.5973 1.6225  -0.86
C 0.5393 5.4765 0.1435  0.48
O -0.3048 6.5148 -0.3184  -0.40
C 0.3903 7.5487 -1.0034  -0.65
H 1.5028 8.6979 2.4349  0.17
H -0.0274 8.0245 1.8447  0.29
H 0.5620 7.6176 3.4795  0.18
H -0.1077 5.6102 2.1877  0.40
H 1.4041 4.7174 1.9366  0.37
H 0.0058 4.5305 -0.0227  -0.28
H 1.4686 5.4430 -0.4326  0.32
H 0.7067 7.2122 -1.9954  0.22
H 1.2625 7.8835 -0.4388  0.35
H -0.2985 8.3828 -1.1175  0.26
C -5.0617 -2.9585 -2.0174  -0.56
O -6.1649 -2.3116 -1.4093  -0.31
C -7.3689 -2.3862 -2.1695  -0.57
C -8.3077 -3.4596 -1.6741  -0.50
O -7.7724 -4.7536 -1.8764  -0.37
C -7.2197 -5.3307 -0.7140  -0.69
H -4.2579 -3.0093 -1.2830  0.05
H -5.3069 -3.9708 -2.3450  0.42
H -4.7082 -2.3774 -2.8785  0.27
H -7.1432 -2.5514 -3.2268  0.34
H -7.8646 -1.4152 -2.0774  0.37
H -9.2382 -3.4019 -2.2462  0.38
H -8.5487 -3.2960 -0.6194  0.33
H -8.0097 -5.6448 -0.0228  0.33
H -6.5462 -4.6391 -0.2017  0.28
H -6.6575 -6.2091 -1.0243  0.25
C -0.6067 -6.5165 4.0255  -0.69
O -1.5308 -5.9018 4.9073  -0.44
C -2.8668 -6.3088 4.6878  -0.42
C -3.3076 -7.3608 5.6798  -0.55
O -2.5924 -8.5713 5.5103  -0.36
C -1.5515 -8.7548 6.4540  -0.69
H 0.3894 -6.3264 4.4185  0.26
H -0.7545 -7.5944 3.9623  0.32
H -0.6777 -6.0829 3.0196  0.33
H -2.9883 -6.6840 3.6678  0.30
H -3.5019 -5.4241 4.8037  0.39
H -4.3667 -7.5820 5.5138  0.36
H -3.1971 -6.9848 6.7012  0.33
H -1.9611 -9.0064 7.4377  0.33
H -0.9241 -7.8647 6.5404  0.31
H -0.9396 -9.5855 6.1076  0.22
C 2.0967 -7.7839 1.5952  -0.89
O 1.5532 -8.4164 2.7354  -0.20
C 1.2250 -9.7831 2.5253  -0.46
C 2.2766 -10.7085 3.0893  -0.64
O 3.5088 -10.5853 2.4003  -0.38
C 4.4705 -9.8080 3.0898  -0.67
H 2.5009 -6.8278 1.9279  0.23
H 2.9017 -8.3714 1.1481  0.41
H 1.3239 -7.5960 0.8394  0.32
H 1.0795 -9.9823 1.4597  0.35
H 0.2757 -9.9723 3.0372  0.36
H 1.9355 -11.7409 2.9688  0.38
H 2.4119 -10.5198 4.1586  0.34
H 4.8766 -10.3614 3.9430  0.33
H 4.0491 -8.8630 3.4414  0.26
H 5.2801 -9.5973 2.3936  0.24
C 1.8609 11.4058 8.3353  -0.71
O 2.5821 10.2989 7.8238  -0.37
C 1.7693 9.1791 7.5246  -0.73
C 1.4863 9.0700 6.0440  -0.29
O 0.6902 10.1444 5.5726  -0.36
C 1.4333 11.1502 4.9080  -0.67
H 2.5290 12.2646 8.3225  0.24
H 0.9818 11.6307 7.7270  0.31
H 1.5477 11.2195 9.3679  0.32
H 0.8305 9.2218 8.0850  0.36
H 2.3142 8.2852 7.8443  0.39
H 0.9241 8.1482 5.8601  0.31
H 2.4249 9.0120 5.4840  0.38
H 1.7540 10.8063 3.9178  0.24
H 2.3105 11.4504 5.4848  0.33
H 0.7799 12.0115 4.7840  0.26

No. 2
The following is a DFT calculation (ωB97M-V with the def2-TZVPD basis set) of a cluster of 10 separate species, C38H78BClNO15 in total in a non-equilibrium geometry.

Results
Total charge   +1
HOMO energy   -10.97 eV
Spin multiplicity   1
Calculated total energy   -3162.87676 hartree
Relative energy (zero: lowest compared OMol25 entry of this formula, charge and spin)   0.5170 eV
LUMO   -2.13 eV

Each line ends with the Mulliken charge.
Geometry (Å):
C -3.1379 1.1216 2.8925  -1.20
C -2.5540 2.1811 1.9484  0.28
O -1.1250 2.1426 2.0860  -0.44
C -0.4524 2.6873 0.9778  -0.69
C 0.3198 1.5819 0.2396  -0.08
O -0.5390 0.4521 0.2424  0.27
N -0.0671 -0.6323 -0.5011  0.59
C 1.1635 -1.2218 0.1980  -1.45
C 2.5085 -0.8668 -0.4355  -0.74
C 3.5684 -0.8552 0.7070  -0.54
Cl 4.4438 0.7264 0.6663  -0.21
C 0.1124 -0.3914 -1.9506  -1.34
C -1.1778 -0.1685 -2.7304  -0.59
C -2.1274 0.8760 -2.1547  0.21
O -3.0861 0.5896 -1.5789  -0.44
O -1.8107 2.1780 -2.3676  -0.59
B -1.1325 -1.7514 -0.3070  0.46
O -2.0531 -1.6524 0.6729  -0.34
O -1.1013 -2.7635 -1.1546  -0.77
C -1.5558 -4.0279 -0.5830  -0.58
H -2.4240 0.8440 3.6603  0.27
H -4.0569 1.5158 3.3136  0.44
H -3.3928 0.2347 2.3171  0.13
H -2.8765 1.9701 0.9310  0.09
H -2.8846 3.1644 2.2790  0.23
H 0.2224 3.4790 1.2838  0.19
H -1.1396 3.1128 0.2433  0.39
H 0.5607 1.9885 -0.7463  0.14
H 1.2651 1.4497 0.7736  0.36
H 1.0484 -2.3049 0.2135  0.48
H 1.0730 -0.9070 1.2313  0.84
H 2.5483 0.1167 -0.8798  0.47
H 2.8180 -1.6567 -1.1093  0.52
H 4.3219 -1.6185 0.5850  0.63
H 3.1006 -0.8725 1.6802  0.08
H 0.8023 0.4116 -2.1777  0.75
H 0.5871 -1.2756 -2.3626  0.59
H -1.7245 -1.0743 -2.9526  0.59
H -0.8703 0.2024 -3.7098  0.45
H -0.8509 2.2667 -2.2660  0.40
H -1.6372 -1.6022 1.5489  0.26
H -2.6283 -4.0410 -0.4462  0.33
H -1.0514 -4.1474 0.3695  0.40
H -1.3031 -4.8665 -1.2244  0.10
C -4.6240 -1.8876 -3.4130  -0.22
C -4.7153 -2.6891 -4.6918  0.82
O -4.2110 -2.2871 -5.7145  -0.53
C -5.4569 -4.0015 -4.6337  -1.21
H -4.0671 -0.9725 -3.6012  -0.27
H -5.6226 -1.6236 -3.0625  0.51
H -4.1058 -2.4656 -2.6443  -0.01
H -6.4933 -3.8326 -4.3372  0.33
H -4.9754 -4.6712 -3.9188  0.27
H -5.4435 -4.4671 -5.6167  0.34
C 2.4104 6.0922 2.6734  -0.72
C 2.6178 4.6070 2.7972  0.87
O 2.2891 3.8427 1.9093  -0.55
C 3.2468 4.1035 4.0703  -1.17
H 1.9482 6.3095 1.7124  -0.17
H 1.7507 6.4397 3.4652  0.31
H 3.3681 6.6137 2.7304  0.49
H 2.6241 4.3734 4.9243  0.33
H 4.2414 4.5351 4.1904  0.38
H 3.3359 3.0195 4.0272  0.22
C -2.0455 8.2925 2.0446  -1.17
C -1.2505 7.0651 2.4063  0.60
O -0.3837 7.0757 3.2514  -0.56
C -1.5518 5.7871 1.6719  -0.39
H -1.7132 9.1312 2.6532  0.36
H -1.8941 8.5350 0.9912  0.21
H -3.1062 8.1186 2.2318  0.35
H -1.3687 5.9208 0.6030  0.26
H -2.5871 5.4848 1.8397  0.35
H -0.8913 5.0118 2.0493  0.02
C -2.6275 3.0078 -5.3644  -0.46
C -2.6801 2.2587 -6.6763  0.74
O -2.1623 2.6986 -7.6758  -0.56
C -3.4062 0.9382 -6.6725  -0.86
H -2.0757 3.9360 -5.5036  0.33
H -3.6370 3.2455 -5.0257  0.34
H -2.1189 2.4069 -4.6113  -0.27
H -4.4492 1.0841 -6.3870  0.33
H -2.9269 0.2509 -5.9726  0.11
H -3.3734 0.5001 -7.6673  0.34
C -0.7414 8.5686 -3.3838  -1.23
C -0.3188 7.8174 -2.1471  0.80
O -1.0964 7.1167 -1.5360  -0.53
C 1.1144 7.9761 -1.7022  -0.70
H -1.7904 8.3661 -3.5892  0.30
H -0.6121 9.6411 -3.2313  0.35
H -0.1453 8.2459 -4.2388  0.35
H 1.3222 9.0235 -1.4787  0.35
H 1.7894 7.6283 -2.4857  0.37
H 1.2829 7.3844 -0.8038  -0.10
C 5.3546 -3.6906 4.7523  -1.00
C 4.4594 -2.4781 4.6786  0.80
O 3.3696 -2.4677 5.2085  -0.60
C 4.9744 -1.2818 3.9177  -0.60
H 4.8576 -4.4707 5.3261  0.35
H 5.5599 -4.0653 3.7480  0.29
H 6.2918 -3.4306 5.2439  0.21
H 5.1585 -1.5543 2.8795  -0.02
H 5.8896 -0.9156 4.3670  0.45
H 4.2244 -0.4899 3.9494  0.19
C -5.2615 -5.8185 2.1339  -1.17
C -3.7609 -5.9194 2.2423  0.86
O -3.0926 -6.3992 1.3524  -0.52
C -3.1277 -5.3971 3.5087  -1.12
H -5.5837 -6.2287 1.1790  0.30
H -5.7329 -6.3850 2.9381  0.38
H -5.5708 -4.7735 2.1923  0.31
H -3.5086 -5.9454 4.3710  0.39
H -3.3481 -4.3342 3.6253  0.29
H -2.0486 -5.5313 3.4562  0.28
C -1.2350 -8.5819 -3.8605  -1.21
C -1.2591 -7.6338 -2.6888  0.89
O -0.5359 -6.6601 -2.6459  -0.57
C -2.2195 -7.9396 -1.5686  -0.83
H -0.5017 -8.2405 -4.5882  0.32
H -0.9596 -9.5827 -3.5247  0.34
H -2.2165 -8.6123 -4.3359  0.33
H -1.9901 -8.9115 -1.1294  0.37
H -3.2444 -7.9372 -1.9435  0.31
H -2.1271 -7.1783 -0.7979  0.07
C 8.8743 -3.2529 2.0991  -1.07
C 8.7540 -2.4340 3.3598  0.77
O 7.7251 -1.8583 3.6437  -0.47
C 9.9677 -2.3633 4.2503  -1.18
H 7.9329 -3.2188 1.5536  0.22
H 9.6642 -2.8480 1.4650  0.38
H 9.1006 -4.2907 2.3484  0.32
H 10.8039 -1.9208 3.7070  0.36
H 10.2402 -3.3638 4.5901  0.34
H 9.7449 -1.7453 5.1174  0.30

No. 3
The following is a DFT calculation (ωB97M-V with the def2-TZVPD basis set) of a cluster of 5 separate species, C38H79BCl2N2O11P in total in a non-equilibrium geometry.

Results
Total charge   -1
HOMO energy   -4.92 eV
Spin multiplicity   1
Calculated total energy   -3719.05996 hartree
LUMO   1.93 eV

Each line ends with the Mulliken charge.
Geometry (Å):
C 1.6141 -2.0485 1.3537  -1.47
C 1.0766 -1.1940 2.2306  -0.48
C 0.9485 0.3219 2.1807  1.87
C 0.7413 0.7749 3.6603  -1.59
C 1.9983 0.8381 4.5145  -1.63
N 2.6441 -0.4620 4.7345  0.70
C 1.8873 -1.4407 5.5481  -0.57
C 0.9037 -0.8704 6.5735  -1.30
C 3.9290 -0.3321 5.3243  0.64
C 4.9241 -1.4235 4.9943  -1.27
O 4.2289 0.5780 6.0719  -0.64
O 2.0626 1.0740 1.7661  0.03
C 2.9104 0.9230 0.6082  0.06
C 3.4803 2.3570 0.4799  -1.33
C 4.7619 2.5270 -0.3499  0.00
C 5.9645 3.0226 0.4639  -0.56
C 7.2509 3.0779 -0.3529  -1.20
C 7.8710 1.7139 -0.6973  -0.60
O 7.4382 0.7047 0.2015  -0.25
C 7.5876 -0.6055 -0.3382  -0.03
C 7.8246 -1.5979 0.7978  -1.14
B 4.1312 -0.0331 1.0483  0.84
N 4.9039 0.3022 2.2049  -0.69
O 4.4748 -1.2070 0.4046  -1.16
P 2.0796 0.3417 -0.9934  0.51
C 1.0518 1.7067 -1.6587  -1.44
C 3.4248 0.1302 -2.2806  0.26
C 3.7391 1.3205 -3.2125  -1.51
C -0.4120 0.7077 1.4833  -0.65
O -0.6775 -0.2083 0.4196  -0.05
C -1.7011 -1.1348 0.6186  -0.77
C -2.9287 -0.9190 -0.2467  -0.26
Cl -3.1217 0.6438 -0.9068  -0.11
C -3.8186 -1.8687 -0.5133  0.90
C -5.0306 -1.7615 -1.3859  -0.60
Cl -3.5998 -3.4453 0.2322  -0.26
C -0.5222 2.2355 1.0686  -0.18
O 0.0274 3.0300 1.8491  -0.76
O -1.2034 2.4908 0.0553  -0.50
H 1.5711 -1.9257 0.2794  0.44
H 2.1399 -2.9214 1.7363  0.15
H 0.6060 -1.6451 3.1003  0.66
H 0.0294 0.0916 4.1305  0.30
H 0.2835 1.7623 3.6545  0.85
H 2.7188 1.4912 4.0248  0.67
H 1.7688 1.3558 5.4521  0.36
H 1.3833 -2.1808 4.9204  0.31
H 2.6119 -2.0230 6.1225  0.58
H -0.0772 -0.6464 6.1623  0.31
H 0.7591 -1.6265 7.3494  0.44
H 1.3331 -0.0048 7.0761  0.31
H 4.9196 -2.2071 5.7544  0.42
H 5.9099 -0.9655 4.9539  0.37
H 4.7145 -1.8725 4.0269  0.18
H 2.6981 3.0370 0.1448  0.65
H 3.7015 2.6800 1.5028  0.79
H 5.0705 1.6445 -0.9126  -0.42
H 4.5922 3.3126 -1.0923  0.62
H 5.7388 4.0438 0.7886  0.53
H 6.1129 2.4392 1.3693  0.12
H 7.1299 3.6710 -1.2619  0.29
H 7.9906 3.6117 0.2532  0.48
H 8.9633 1.7799 -0.6444  0.34
H 7.5716 1.4211 -1.7110  0.44
H 8.4468 -0.5995 -1.0172  0.57
H 6.6864 -0.8735 -0.8954  -0.05
H 7.4693 -1.1734 1.7337  0.14
H 7.2611 -2.5127 0.6161  0.32
H 8.8790 -1.8614 0.8690  0.40
H 4.6048 1.1529 2.6599  0.25
H 5.9041 0.2961 2.0567  0.10
H 3.7663 -1.5054 -0.1763  0.24
H 1.2148 1.8343 -2.7278  0.66
H 0.0190 1.3836 -1.5262  0.16
H 1.1324 2.6411 -1.1064  0.25
H 3.0818 -0.6980 -2.9030  0.76
H 4.3496 -0.2011 -1.8113  -0.54
H 3.4737 2.2776 -2.7706  0.35
H 4.8013 1.3567 -3.4650  0.35
H 3.1822 1.2343 -4.1465  0.34
H -1.1855 0.6062 2.2536  0.56
H -2.0107 -1.2068 1.6684  0.44
H -1.2976 -2.1136 0.3422  0.39
H -5.1779 -2.7282 -1.8601  -0.10
H -5.9107 -1.5321 -0.7825  0.26
H -4.8661 -1.0175 -2.1599  0.32
C -7.1044 -6.0315 -2.6382  -1.36
C -5.7732 -5.9230 -3.3682  0.34
C -4.8347 -7.0519 -2.9732  -1.09
O -5.1712 -4.6615 -3.1019  -0.55
H -6.9484 -5.9605 -1.5582  0.30
H -7.7671 -5.2163 -2.9304  0.34
H -7.5999 -6.9796 -2.8540  0.42
H -5.9441 -5.9487 -4.4457  0.30
H -4.6166 -7.0067 -1.9022  0.31
H -3.8848 -6.9608 -3.5012  0.23
H -5.2651 -8.0276 -3.2022  0.37
H -5.0158 -4.5696 -2.1545  0.18
C -3.7218 5.8455 -0.0020  -0.84
C -4.5546 5.3486 -1.1735  0.60
C -5.4270 4.1718 -0.7636  -1.14
O -3.7046 4.9813 -2.2585  -0.60
H -3.0504 5.0582 0.3523  0.22
H -3.0994 6.6888 -0.3086  0.24
H -4.3590 6.1617 0.8257  0.26
H -5.1853 6.1583 -1.5488  0.01
H -4.7910 3.3484 -0.4361  0.17
H -6.0210 3.8157 -1.6071  0.33
H -6.1021 4.4388 0.0515  0.37
H -3.1272 4.2716 -1.9472  0.37
C -6.1624 9.4005 -0.9338  -1.11
C -6.4688 9.4954 0.5536  0.35
C -6.2309 10.9032 1.0806  -1.26
O -5.6838 8.5555 1.2793  -0.51
H -5.1114 9.6380 -1.1201  0.32
H -6.3386 8.3875 -1.2952  0.18
H -6.7796 10.0901 -1.5123  0.40
H -7.5074 9.2106 0.7311  0.26
H -5.1820 11.1831 0.9496  0.33
H -6.4555 10.9542 2.1463  0.32
H -6.8502 11.6341 0.5577  0.37
H -4.7548 8.7719 1.1420  0.35
C -2.0534 -9.4893 -5.9333  -1.30
C -2.7556 -9.9276 -4.6576  0.58
C -2.2796 -11.2972 -4.1981  -1.41
O -4.1697 -9.9468 -4.8620  -0.53
H -2.2664 -10.1930 -6.7434  0.34
H -2.4108 -8.5082 -6.2459  0.32
H -0.9726 -9.4385 -5.7956  0.37
H -2.5750 -9.1933 -3.8717  0.26
H -2.4994 -12.0499 -4.9608  0.35
H -2.7961 -11.5927 -3.2847  0.34
H -1.2055 -11.3019 -4.0081  0.37
H -4.3522 -10.5891 -5.5561  0.32